Record 1
6 unconnected molecules or ions with the total composition C12H24F6N6O6S2. Source: the OMol25 dataset; level of theory: wB97M-V/def2-TZVPD.

Calculated values
HOMO-LUMO gap (alpha / beta) = 0.3502 / 0.1435 Eh
Net charge = +1
Expectation value of S² = 0.764
Multiplicity = 2
LUMO energy (alpha / beta) = -2.9082 / -8.5325 eV

```
56
Properties=species:S:1:pos:R:3:forces:R:3:lowdin_charge:R:1
N -0.348 0.483 0.740 0.6748 0.1813 0.0786 0.294
H 0.172 -0.056 0.063 0.8231 -0.7048 -0.1009 0.061
H -1.306 0.480 0.419 0.1850 0.2433 0.3256 0.016
H 0.061 1.406 0.767 0.3220 1.2866 -0.4755 0.063
H -0.259 0.179 1.699 0.0212 -0.8704 0.5347 0.044
C -4.078 -1.852 1.233 0.0004 -1.4862 0.0330 -0.589
F -4.324 -1.997 -0.071 -0.0595 0.2063 0.8883 0.150
F -5.038 -2.465 1.966 1.3760 1.3611 -1.0156 0.171
F -2.886 -2.423 1.497 -0.8067 0.4181 -0.0171 0.121
S -3.891 -0.027 1.722 -2.4729 -0.0496 4.4536 0.741
O -5.251 0.474 1.986 2.6553 -0.8206 -2.2216 -0.230
O -3.037 0.093 2.864 0.6084 -0.4190 -1.0784 -0.240
N -2.900 0.553 0.374 -2.5952 -1.3800 1.8778 -0.164
S -3.962 1.320 -0.431 -1.1972 3.9271 -5.3460 0.622
O -4.980 0.462 -1.028 0.9173 0.7030 1.1923 -0.148
O -4.340 2.593 0.190 0.3262 -1.9661 -0.2276 -0.144
C -2.852 1.864 -1.957 -1.0886 0.5718 -0.4058 -0.577
F -1.975 0.904 -2.257 0.2220 0.6257 0.7785 0.145
F -3.610 2.014 -3.059 0.2887 0.1355 1.3100 0.150
F -2.291 3.055 -1.636 -0.1584 -1.6951 -0.4176 0.135
C 1.665 -1.764 -1.957 1.9164 -1.2186 2.1174 -0.272
O 1.239 -0.940 -1.148 -0.6412 0.1599 -1.1664 -0.049
N 2.747 -2.542 -1.624 -0.9834 0.1022 -2.5292 -0.187
C 3.020 -3.699 -2.478 -0.2113 -0.3734 -0.8305 -0.060
C 3.391 -2.570 -0.347 0.1484 -0.6079 0.3145 -0.040
H 1.311 -2.103 -2.943 -0.5839 0.8277 0.1063 0.144
H 2.285 -3.886 -3.261 -0.5432 0.7153 0.0813 0.084
H 2.942 -4.643 -1.939 0.5675 0.1153 0.4486 0.094
H 3.927 -3.631 -3.079 0.4495 0.0325 0.6590 0.097
H 4.473 -2.682 -0.408 0.0878 0.3972 -0.4293 0.101
H 3.144 -1.702 0.264 -0.2455 -0.4075 0.0359 0.088
H 3.080 -3.551 0.012 -0.1184 0.2305 1.2191 0.090
C 1.613 3.260 -0.588 -0.5186 -1.1815 1.5214 -0.284
O 0.909 2.936 0.376 0.0374 0.4166 -0.5115 -0.040
N 2.723 2.600 -0.937 0.7624 1.6829 -2.2996 -0.150
C 3.301 1.415 -0.372 -0.7199 -1.4197 0.1060 -0.039
C 3.273 3.013 -2.234 1.1122 0.5540 -0.7756 -0.059
H 1.368 4.107 -1.248 0.0550 -0.1362 0.2133 0.145
H 2.637 1.023 0.398 0.2672 0.2447 0.2400 0.085
H 4.339 1.428 -0.041 -0.1069 0.9564 0.2806 0.104
H 3.318 0.631 -1.129 -0.2164 0.0160 -0.2971 0.073
H 3.118 2.309 -3.052 -0.0281 -0.5211 0.3501 0.092
H 2.942 3.955 -2.673 -0.9955 0.0973 0.7205 0.087
H 4.331 3.272 -2.207 0.3225 -0.7098 0.4755 0.094
C -0.359 -3.583 0.467 1.1320 -0.5758 0.1805 -0.049
C 0.170 -2.612 1.441 -0.5365 0.8194 1.0954 -0.250
N 0.526 -1.843 2.236 -0.3597 -1.2505 -1.3490 0.165
H -1.284 -3.336 -0.056 0.3480 0.4226 0.1312 0.077
H -0.492 -4.564 0.923 -0.1792 0.1513 0.3927 0.095
H 0.480 -3.758 -0.206 -0.2572 0.1144 -0.5455 0.063
C -1.804 3.125 3.762 -0.4963 -0.7679 0.2295 -0.053
C -0.859 1.984 3.822 2.4396 -1.6921 -0.1717 -0.247
N -0.056 1.118 3.877 -2.7193 2.7392 -0.3429 0.138
H -1.354 4.102 3.937 0.1852 -0.3122 0.1358 0.090
H -2.583 2.903 4.492 0.1316 0.2953 0.3588 0.088
H -2.381 3.173 2.839 0.4558 -0.1843 -0.3310 0.067
```
Positions in Å, forces in eV/Å.

***

Record 2
A single CH3BrFO2P molecule. Source: the OMol25 dataset; level of theory: wB97M-V/def2-TZVPD.

Calculated values
HOMO-LUMO gap = 0.3952 Eh
Structure (SMILES) = OCOP(F)Br
LUMO energy = 0.6507 eV

```
9
Properties=species:S:1:pos:R:3:forces:R:3:lowdin_charge:R:1
C 0.852 0.541 0.194 -1.3471 0.1105 0.3836 -0.343
O 2.033 0.022 -0.233 0.8574 0.0613 -0.1774 -0.004
O -0.193 -0.357 -0.259 0.1711 -0.5294 0.0698 -0.462
F -2.021 -1.781 -0.632 0.1879 -0.4146 0.2222 -0.333
P -1.360 -1.040 0.608 0.1103 0.4907 -0.7390 0.488
Br -2.740 0.700 0.495 -0.5684 0.4545 0.4499 0.259
H 0.524 1.507 -0.312 0.8028 -0.8151 1.0836 0.146
H 2.002 -0.116 -1.186 -0.0134 0.0813 -0.0128 0.108
H 0.902 0.524 1.325 -0.2006 0.5609 -1.2800 0.142
```
Positions in Å, forces in eV/Å.

***

Record 3
A molecular structure, C9H18O. Source: the OMol25 dataset; level of theory: wB97M-V/def2-TZVPD.

Calculated values
HOMO-LUMO gap = 0.2957 Eh
LUMO energy = 0.7568 eV

```
28
Properties=species:S:1:pos:R:3:forces:R:3:lowdin_charge:R:1
C -0.266 -0.923 0.657 -0.8766 -0.4118 3.3602 -0.268
C -0.178 1.597 0.625 1.7184 -1.2513 -3.8464 -0.219
C 0.017 0.352 1.399 -0.8825 0.3951 -0.4684 -0.416
C 0.596 1.005 -1.089 -0.2411 3.4102 1.5899 -0.295
C -1.018 -0.031 2.357 0.6294 -1.3504 -0.7722 0.059
C 0.656 -2.089 0.902 -0.0204 -0.1054 0.2517 -0.073
C -1.485 -1.290 -0.141 -0.3035 -0.0915 0.3628 -0.082
C -0.176 0.448 -2.272 -0.1503 0.0050 0.0570 -0.111
C 2.033 0.525 -1.008 -0.0807 -0.0856 0.1073 -0.100
O -1.466 2.017 0.357 -0.3515 0.0691 0.2792 -0.013
H -1.454 2.961 0.154 -0.0001 -0.3340 0.0289 0.108
H 0.464 2.416 0.957 0.0198 -0.0154 -0.1529 0.134
H 1.019 0.374 1.825 -0.0455 -0.2203 -0.1294 0.143
H 0.642 2.082 -1.294 0.3760 0.0357 -0.5043 0.091
H -2.062 0.202 2.188 0.1958 0.0414 -0.2686 0.072
H -0.757 -0.326 3.365 0.0961 -0.3428 -0.1588 0.063
H 0.907 -2.579 -0.045 -0.0264 0.1023 -0.0291 0.080
H -2.159 -0.449 -0.290 0.0910 -0.0174 -0.3161 0.081
H -1.207 -1.795 -1.070 0.0535 0.4707 -0.1756 0.072
H 1.589 -1.785 1.380 -0.0605 -0.0174 -0.0072 0.079
H 0.182 -2.853 1.528 0.0943 -0.0181 -0.0998 0.083
H -2.054 -2.069 0.380 0.0345 0.1182 0.1439 0.084
H 2.591 0.832 -1.902 -0.0941 0.0070 0.0841 0.078
H -0.036 -0.625 -2.413 -0.2887 -0.0147 0.2156 0.063
H -1.232 0.726 -2.235 -0.0192 -0.3039 0.0929 0.074
H 0.200 0.897 -3.202 0.1367 0.0708 0.2128 0.078
H 2.104 -0.563 -0.971 -0.0126 -0.0619 0.1720 0.063
H 2.552 0.945 -0.142 0.0085 -0.0837 -0.0296 0.075
```
Positions in Å, forces in eV/Å.

***

Record 4
A single C19H31N5O3 molecule. Source: the OMol25 dataset; level of theory: wB97M-V/def2-TZVPD.

Calculated values
HOMO-LUMO gap = 0.3612 Eh
Structure (SMILES) = C[C@@H]1CCOC[C@H]1C(=O)N(C)CCCCC(=O)N1CCc2c(nnn2C)C1
LUMO energy = 0.6281 eV

```
58
Properties=species:S:1:pos:R:3:forces:R:3:lowdin_charge:R:1
C 1.180 2.959 3.194 0.0048 0.0071 0.0042 -0.050
C -0.282 2.563 3.350 -0.0001 -0.0080 -0.0103 -0.340
C -0.560 1.979 4.734 -0.0100 0.0098 0.0052 -0.142
C -1.990 1.481 4.845 0.0070 -0.0032 -0.0083 -0.203
O -2.278 0.519 3.842 -0.0106 -0.0069 0.0045 -0.120
C -2.137 1.070 2.551 0.0237 0.0021 0.0000 -0.155
C -0.701 1.538 2.292 -0.0273 0.0014 -0.0010 -0.193
C -0.642 2.135 0.891 0.0193 0.0039 0.0115 -0.427
O -0.959 3.302 0.710 -0.0125 -0.0013 -0.0004 0.061
N -0.277 1.315 -0.133 0.0055 -0.0189 0.0083 -0.089
C -0.192 1.852 -1.479 0.0049 -0.0001 0.0019 -0.027
C 0.148 -0.065 0.044 -0.0294 0.0230 0.0573 -0.168
C 1.637 -0.207 0.353 -0.0033 -0.0402 -0.1002 -0.169
C 2.017 -1.644 0.704 0.0918 0.0590 0.0469 -0.175
C 1.670 -1.994 2.157 -0.0501 -0.0432 -0.0311 -0.109
C 1.964 -3.451 2.441 -0.0116 0.0145 0.0859 -0.449
O 1.124 -4.306 2.217 -0.0027 -0.0078 -0.0137 0.066
N 3.192 -3.783 2.964 -0.0076 -0.0044 -0.0768 -0.043
C 3.492 -5.211 3.048 0.0170 0.0095 0.0024 -0.130
C 3.959 -5.764 1.691 -0.0113 0.0151 -0.0042 -0.079
C 4.933 -4.777 1.145 -0.0588 0.0040 -0.0460 -0.177
C 5.148 -3.516 1.626 0.0591 -0.0024 0.0432 -0.236
N 6.099 -2.912 0.875 -0.0353 0.0069 -0.0329 0.056
N 6.472 -3.736 -0.055 -0.0193 0.0010 -0.0070 0.029
N 5.767 -4.868 0.090 0.0535 -0.0115 0.0534 -0.138
C 5.990 -5.987 -0.798 0.0012 0.0058 -0.0030 -0.005
C 4.381 -2.950 2.779 -0.0067 -0.0188 0.0235 -0.081
H 1.829 2.085 3.308 -0.0050 -0.0024 0.0000 0.078
H 1.367 3.403 2.216 -0.0007 0.0019 -0.0014 0.082
H 1.469 3.686 3.955 0.0027 -0.0001 -0.0026 0.082
H -0.906 3.450 3.205 0.0032 0.0038 0.0045 0.148
H 0.122 1.142 4.923 0.0018 -0.0010 0.0003 0.124
H -0.371 2.732 5.503 0.0003 -0.0030 -0.0001 0.123
H -2.170 0.989 5.800 0.0012 0.0000 0.0008 0.123
H -2.691 2.323 4.753 0.0017 0.0020 0.0003 0.128
H -2.431 0.290 1.847 -0.0023 -0.0008 -0.0022 0.132
H -2.816 1.923 2.421 0.0016 0.0015 -0.0011 0.141
H -0.043 0.671 2.389 0.0107 0.0057 0.0020 0.125
H -0.434 2.909 -1.448 0.0025 -0.0011 -0.0018 0.084
H 0.816 1.724 -1.879 -0.0019 0.0036 -0.0021 0.089
H -0.896 1.340 -2.140 0.0003 -0.0020 0.0009 0.092
H -0.456 -0.543 0.816 0.0065 -0.0048 -0.0048 0.110
H -0.080 -0.598 -0.882 -0.0030 -0.0001 -0.0045 0.131
H 2.210 0.131 -0.514 -0.0004 0.0015 0.0009 0.115
H 1.903 0.462 1.177 -0.0082 0.0066 0.0048 0.108
H 1.501 -2.343 0.039 -0.0026 -0.0046 0.0020 0.126
H 3.087 -1.792 0.538 -0.0042 -0.0010 -0.0031 0.106
H 2.194 -1.327 2.844 0.0083 0.0057 -0.0005 0.113
H 0.601 -1.874 2.332 0.0026 -0.0050 -0.0032 0.120
H 4.285 -5.333 3.788 -0.0010 -0.0044 0.0009 0.131
H 2.604 -5.734 3.389 -0.0015 0.0022 -0.0011 0.123
H 4.409 -6.751 1.823 0.0015 0.0007 0.0003 0.122
H 3.099 -5.874 1.026 0.0002 -0.0071 -0.0003 0.123
H 5.036 -6.388 -1.136 0.0028 0.0008 -0.0083 0.091
H 6.555 -5.619 -1.649 0.0031 -0.0033 -0.0015 0.088
H 6.558 -6.771 -0.298 -0.0071 0.0002 0.0054 0.092
H 4.108 -1.916 2.593 -0.0041 0.0030 -0.0038 0.111
H 4.973 -2.968 3.698 -0.0001 0.0053 0.0057 0.130
```
Positions in Å, forces in eV/Å.